The molecule C15H15ClN2O3S. Source: the OMol25 dataset; level of theory: ωB97M-V/def2-TZVPD.

```
37
Properties=species:S:1:pos:R:3:nbo_charge:R:1
C -5.218 -2.054 0.518 -0.738
S -3.667 -2.451 -0.335 0.247
C -2.932 -0.868 -0.452 0.328
N -3.541 0.174 -0.001 -0.557
C -2.909 1.377 -0.070 0.284
C -3.683 2.512 0.521 -0.655
C -1.673 1.520 -0.632 -0.194
C -0.904 2.809 -0.646 -0.450
C -0.054 2.954 0.626 -0.065
O 1.027 2.030 0.618 -0.505
C 0.788 0.800 1.077 0.803
O -0.237 0.473 1.628 -0.614
C 1.925 -0.125 0.843 -0.172
C 1.799 -1.444 1.268 -0.163
C 2.821 -2.345 1.035 -0.207
C 3.973 -1.940 0.382 -0.214
C 4.088 -0.623 -0.039 -0.051
Cl 5.525 -0.118 -0.854 0.007
C 3.074 0.292 0.181 -0.131
C -0.994 0.363 -1.178 0.648
O 0.097 0.341 -1.712 -0.630
N -1.720 -0.824 -1.043 -0.590
H -5.174 -0.994 0.750 0.275
H -5.276 -2.655 1.419 0.227
H -6.047 -2.279 -0.144 0.225
H -4.661 2.154 0.828 0.236
H -3.805 3.314 -0.204 0.224
H -3.165 2.912 1.390 0.227
H -0.227 2.798 -1.503 0.246
H -1.573 3.666 -0.719 0.220
H -0.665 2.787 1.520 0.198
H 0.409 3.942 0.665 0.196
H 0.894 -1.742 1.774 0.235
H 2.726 -3.370 1.361 0.219
H 4.776 -2.636 0.195 0.228
H 3.163 1.310 -0.161 0.238
H -1.272 -1.673 -1.370 0.427
```

SMILES = CSc1nc(C)c(CCOC(=O)c2cccc(Cl)c2)c(=O)[nH]1
Relative energy (zero: lowest compared OMol25 entry of this formula, charge and spin) = 0.15 kcal/mol
E_LUMO = 0.49 eV
Gap between HOMO and LUMO = 8.857 eV


C15H15N11O2S2SeTl as an isolated structure. Source: the OMol25 dataset; level of theory: ωB97M-V/def2-TZVPD.

```
47
Properties=species:S:1:pos:R:3:nbo_charge:R:1
Tl -0.751 0.996 -0.656 0.647
S -3.136 2.619 0.512 -0.467
C -4.178 1.540 -0.379 -0.302
C -5.161 2.177 -1.226 0.293
N -5.937 2.715 -1.886 -0.389
C -4.116 0.181 -0.350 -0.311
S -2.995 -0.768 0.578 -0.441
C -5.011 -0.572 -1.203 0.295
N -5.690 -1.215 -1.876 -0.395
N -0.890 1.088 2.119 -0.706
N -0.624 2.292 2.767 -0.422
C -0.229 3.380 2.067 0.638
N -0.221 4.542 2.740 -0.800
N 0.173 3.171 0.819 -0.462
N 0.615 4.205 0.056 0.631
O 0.854 3.925 -1.096 -0.366
O 0.781 5.351 0.504 -0.491
H -1.899 0.945 1.964 0.444
H -0.502 0.314 2.645 0.359
H -1.126 2.479 3.625 0.367
H -0.781 4.632 3.569 0.391
H 0.008 5.355 2.182 0.443
C 5.056 -0.679 -1.075 -0.398
N 4.000 0.006 -0.355 -0.347
C 4.143 0.837 0.731 -0.104
C 2.878 1.202 1.088 -0.090
N 1.965 0.609 0.253 -0.469
C 2.672 -0.095 -0.593 0.179
H 6.016 -0.273 -0.765 0.211
H 4.941 -0.526 -2.146 0.213
H 5.040 -1.748 -0.864 0.208
H 5.110 1.092 1.129 0.210
H 2.568 1.855 1.887 0.212
H 2.267 -0.694 -1.396 0.207
Se 0.945 -2.434 1.389 0.941
N -0.164 -1.867 0.133 -0.622
C -0.394 -2.897 -0.654 0.167
C -1.293 -2.862 -1.772 -0.197
C -1.444 -3.983 -2.510 -0.205
C -0.729 -5.196 -2.201 -0.195
C 0.111 -5.284 -1.146 -0.222
C 0.296 -4.127 -0.316 0.073
N 1.064 -4.088 0.757 -0.631
H -1.849 -1.958 -1.975 0.257
H -2.135 -3.980 -3.343 0.219
H -0.884 -6.064 -2.830 0.209
H 0.637 -6.198 -0.904 0.218
```

Relative energy (zero: lowest compared OMol25 entry of this formula, charge and spin) = 0.00 kcal/mol
E_LUMO = 1.43 eV
Charge = -1
Gap between HOMO and LUMO = 4.675 eV


C15H15NO6ReSSe4 as an isolated structure. Source: the OMol25 dataset; level of theory: ωB97M-V/def2-TZVPD.

```
43
Properties=species:S:1:pos:R:3:mulliken_spin:R:1
Re 0.211 0.169 -2.884 0.800
Se -0.370 0.879 -5.054 -0.021
Se 0.475 -0.524 -6.741 -0.006
Se 0.892 -2.539 -5.616 0.071
Se 1.396 -1.903 -3.457 0.132
C -0.316 -5.680 2.065 0.001
O -0.891 -4.701 1.226 0.000
C -0.145 -3.652 0.845 -0.006
C 1.197 -3.455 1.223 0.008
C 1.883 -2.365 0.765 -0.008
C 1.307 -1.413 -0.095 0.024
C 2.033 -0.249 -0.507 -0.013
C 3.284 0.136 0.238 -0.004
O 1.688 0.510 -1.441 -0.009
C -0.056 -1.628 -0.520 0.030
O -0.677 -0.844 -1.333 0.002
C -0.747 -2.734 0.003 -0.009
H -1.105 -6.406 2.253 0.000
H 0.007 -5.245 3.015 0.000
H 0.527 -6.183 1.581 0.000
H 1.708 -4.159 1.859 0.001
H 2.922 -2.266 1.037 -0.001
H 3.113 0.154 1.313 0.001
H 3.613 1.116 -0.098 0.000
H 4.069 -0.590 0.024 0.000
H -1.766 -2.894 -0.308 -0.003
N -0.719 2.151 -2.138 0.010
C -1.068 2.560 -0.805 0.003
C -0.104 2.580 0.198 -0.006
C -0.410 3.089 1.450 0.000
C -1.678 3.577 1.662 0.001
C -2.657 3.545 0.701 0.000
C -2.356 3.013 -0.543 -0.004
S -2.020 4.542 3.193 0.000
O -1.404 3.741 4.228 0.000
O -1.306 5.747 2.805 0.000
O -3.460 4.636 3.218 0.000
H -1.541 2.262 -2.738 0.009
H 0.015 2.776 -2.480 -0.002
H 0.890 2.216 -0.013 0.002
H 0.313 3.119 2.249 0.000
H -3.633 3.938 0.932 0.000
H -3.113 2.972 -1.314 -0.001
```

Relative energy (zero: lowest compared OMol25 entry of this formula, charge and spin) = 0.00 kcal/mol
Expectation value of S² = 1.092
E_LUMO (spin up / spin down) = -3.71 / -3.72 eV
Multiplicity = 2
Gap between HOMO and LUMO (spin up / spin down) = 3.845 / 3.840 eV


The molecule C15H16. Source: the OMol25 dataset; level of theory: ωB97M-V/def2-TZVPD.

```
31
Properties=species:S:1:pos:R:3:nbo_charge:R:1
C -0.522 -0.159 -3.274 -0.409
C -1.336 -0.718 -2.248 0.020
C -2.642 -1.556 -2.534 -0.652
C -1.008 -0.610 -0.828 -0.035
C -0.988 0.609 -0.257 -0.193
C -0.218 0.923 0.990 -0.081
C 0.939 0.309 1.411 -0.048
C 1.536 1.053 2.504 -0.202
C 0.803 2.214 2.737 -0.227
C -0.303 2.164 1.749 -0.052
C -1.156 3.276 1.636 -0.297
C 1.669 -0.856 0.842 -0.021
C 3.142 -1.002 0.833 -0.630
C 0.966 -1.758 0.028 -0.127
C -0.563 -1.759 -0.090 -0.472
H 0.346 0.400 -2.963 0.202
H -0.819 -0.062 -4.394 0.207
H -2.560 -2.584 -2.096 0.223
H -3.436 -1.006 -1.996 0.217
H -2.857 -1.439 -3.668 0.223
H -1.420 1.536 -0.644 0.219
H 2.411 0.770 3.090 0.215
H 0.806 2.827 3.621 0.219
H -1.005 4.217 2.202 0.210
H -2.066 3.136 1.078 0.195
H 3.540 -1.194 1.866 0.216
H 3.430 -1.787 0.117 0.219
H 3.583 -0.095 0.438 0.218
H 1.596 -2.403 -0.505 0.192
H -1.004 -1.672 0.885 0.229
H -0.862 -2.775 -0.529 0.219
```

SMILES = C=C(C)C1=CC2=C(C=CC2=C)C(C)=CC1
Relative energy (zero: lowest compared OMol25 entry of this formula, charge and spin) = 30.03 kcal/mol
E_LUMO = -0.47 eV
Gap between HOMO and LUMO = 7.277 eV


C15H16AuClN3O7S2Si as an isolated structure. Source: the OMol25 dataset; level of theory: ωB97M-V/def2-TZVPD.

```
46
Properties=species:S:1:pos:R:3:nbo_charge:R:1
Au 1.224 -0.818 -0.128 1.363
O -1.500 -4.174 4.016 -0.693
C -0.814 -3.227 4.617 0.784
O -0.889 -3.022 5.809 -0.624
C 0.090 -2.404 3.770 -0.257
C 1.084 -1.559 4.249 0.016
N 1.654 -0.964 3.194 -0.304
N 1.097 -1.383 2.071 -0.284
C 0.150 -2.256 2.363 0.047
C -0.557 -2.932 1.217 0.769
O -1.258 -3.922 1.469 -0.695
O -0.371 -2.452 0.073 -0.724
H -1.403 -4.168 2.994 0.513
H 1.379 -1.383 5.265 0.234
H 2.517 -0.426 3.084 0.470
O 3.800 -0.459 1.692 -1.036
S 4.002 -0.743 0.278 2.232
O 3.199 0.165 -0.597 -0.986
O 5.380 -0.810 -0.131 -0.961
S 3.108 -2.558 -0.118 -0.456
Cl 0.265 1.577 -5.414 0.014
C 0.616 0.139 -4.537 -0.079
C 0.878 -1.051 -5.203 -0.184
C 1.178 -2.171 -4.446 -0.240
C 1.212 -2.054 -3.064 0.068
N 0.939 -0.913 -2.459 -0.448
C 0.633 0.166 -3.150 0.039
H 0.852 -1.092 -6.281 0.227
H 1.390 -3.116 -4.923 0.225
H 1.468 -2.880 -2.417 0.231
H 0.397 1.057 -2.583 0.237
C -2.654 3.465 1.728 -1.086
Si -1.961 3.142 -0.021 1.569
C -3.351 2.649 -1.240 -1.084
C -1.086 4.718 -0.668 -1.085
C -0.744 1.746 0.046 -0.634
C 0.031 0.818 0.044 -0.275
H -3.359 4.292 1.749 0.225
H -1.848 3.694 2.419 0.238
H -3.160 2.584 2.109 0.240
H -4.114 3.418 -1.326 0.224
H -3.835 1.732 -0.917 0.240
H -2.946 2.465 -2.231 0.234
H -1.747 5.582 -0.665 0.224
H -0.728 4.575 -1.684 0.234
H -0.221 4.954 -0.054 0.238
```

E_LUMO = 0.76 eV
Charge = -1
Gap between HOMO and LUMO = 6.810 eV


C15H16Br27FGaO2S as an isolated structure. Source: the OMol25 dataset; level of theory: ωB97M-V/def2-TZVPD.

```
63
Properties=species:S:1:pos:R:3:nbo_charge:R:1
O -0.052 4.195 0.116 -0.890
S -1.444 3.539 -0.095 1.747
O -1.218 2.384 -1.147 -0.902
F -2.633 4.581 -0.767 -0.521
Ga -2.173 2.436 1.837 0.976
C -1.050 0.652 1.878 -0.461
C -1.737 -0.835 2.097 -0.256
C -0.699 -2.136 2.056 -0.235
C 0.928 -1.898 1.808 -0.283
C 1.621 -0.414 1.593 -0.342
C 0.590 0.881 1.636 -0.235
H -3.727 2.068 1.806 -0.249
H -1.885 3.303 3.170 -0.268
H -2.902 -0.923 2.236 0.239
H -1.171 -3.206 2.203 0.227
H 1.672 -2.824 1.752 0.231
H 2.778 -0.233 1.408 0.264
H 1.074 1.944 1.478 0.253
C -6.624 3.630 1.967 -0.580
Br -6.897 4.985 0.598 -0.005
Br -8.161 2.448 2.133 -0.028
Br -4.975 2.637 1.684 0.102
H -6.521 4.156 2.922 0.203
C -10.913 0.318 5.080 -0.490
Br -11.500 0.699 3.264 0.097
Br -10.699 -1.591 5.385 0.067
Br -9.306 1.310 5.545 0.112
H -11.707 0.662 5.751 0.224
C 2.557 -0.220 -2.468 -0.499
Br 2.830 -1.723 -3.672 0.036
Br 1.558 -0.735 -0.881 0.190
Br 4.233 0.658 -2.015 0.052
H 1.947 0.514 -3.005 0.230
C 2.634 -3.243 -7.256 -0.491
Br 3.393 -1.456 -7.375 0.101
Br 2.475 -4.080 -9.005 0.071
Br 3.613 -4.363 -6.003 0.087
H 1.619 -3.133 -6.861 0.230
C 4.416 -0.424 5.109 -0.500
Br 2.792 -0.332 4.042 0.155
Br 5.496 -1.976 4.649 0.058
Br 5.442 1.226 5.010 0.061
H 4.107 -0.547 6.152 0.219
C -6.999 -2.626 4.427 -0.491
Br -6.239 -0.839 4.308 0.105
Br -7.157 -3.463 2.678 0.082
Br -6.020 -3.746 5.680 0.072
H -8.014 -2.516 4.822 0.226
C 0.927 1.889 -8.509 -0.492
Br 1.200 0.386 -9.713 0.076
Br -0.072 1.374 -6.922 0.107
Br 2.603 2.767 -8.056 0.093
H 0.317 2.623 -9.046 0.226
C 9.312 -2.795 5.979 -0.491
Br 9.730 -0.950 5.522 0.092
Br 7.990 -2.907 7.401 0.089
Br 8.784 -3.825 4.416 0.089
H 10.234 -3.245 6.362 0.225
C 6.790 0.939 -9.123 -0.493
Br 7.128 -0.133 -7.535 0.094
Br 4.923 0.863 -9.664 0.098
Br 7.407 2.771 -8.904 0.077
H 7.377 0.499 -9.936 0.224
```

E_LUMO = 1.01 eV
Charge = -1
Gap between HOMO and LUMO = 6.466 eV


C15H16Br2F3N2O3PPtTe as an isolated structure. Source: the OMol25 dataset; level of theory: ωB97M-V/def2-TZVPD.

```
44
Properties=species:S:1:pos:R:3:nbo_charge:R:1
Pt 1.199 0.197 -0.132 0.943
Br -1.584 -4.796 3.230 0.229
C -0.728 -3.296 2.549 -0.019
C -1.348 -2.049 2.607 -0.255
C -0.699 -0.973 2.039 0.097
N 0.500 -1.101 1.452 -0.576
C 1.126 -2.283 1.460 0.190
C 0.542 -3.412 1.989 -0.235
C 2.483 -2.211 0.880 0.189
C 3.484 -3.097 1.197 -0.228
C 4.760 -2.900 0.669 -0.014
Br 6.116 -4.104 1.059 0.238
C 5.004 -1.808 -0.151 -0.250
C 3.956 -0.962 -0.446 0.096
N 2.723 -1.160 0.045 -0.463
H -2.310 -1.925 3.082 0.267
H -1.126 0.022 2.060 0.233
H 1.042 -4.370 1.960 0.261
H 3.297 -3.924 1.865 0.264
H 5.984 -1.614 -0.561 0.277
H 4.102 -0.114 -1.095 0.254
F 3.418 1.831 -0.634 -0.311
C 2.131 1.822 -0.972 0.842
F 1.571 2.960 -0.634 -0.288
F 2.084 1.745 -2.326 -0.338
C -1.487 4.288 -1.513 -0.650
C -1.345 3.257 -2.603 -0.059
O -2.009 1.982 -2.236 -0.823
P -1.443 0.936 -1.257 2.134
O -0.504 1.492 -0.190 -1.060
Te -0.082 -0.761 -2.306 0.357
O -2.661 0.134 -0.729 -0.837
C -3.621 0.763 0.216 -0.059
C -4.990 0.804 -0.407 -0.639
H -1.051 5.229 -1.846 0.256
H -0.973 3.975 -0.605 0.221
H -2.537 4.446 -1.269 0.230
H -0.301 3.057 -2.847 0.198
H -1.851 3.561 -3.513 0.228
H -3.268 1.764 0.471 0.193
H -3.598 0.144 1.110 0.198
H -4.987 1.402 -1.317 0.230
H -5.687 1.247 0.304 0.248
H -5.333 -0.200 -0.655 0.234
```

Relative energy (zero: lowest compared OMol25 entry of this formula, charge and spin) = 20.73 kcal/mol
E_LUMO (spin up / spin down) = -9.39 / -9.39 eV
Charge = +2
Gap between HOMO and LUMO (spin up / spin down) = 6.094 / 6.093 eV


An isolated ion of composition C15H16Cl2NO and charge +1. Source: the OMol25 dataset; level of theory: ωB97M-V/def2-TZVPD.

```
35
Properties=species:S:1:pos:R:3:nbo_charge:R:1
O -0.692 1.864 3.845 -0.733
C -0.915 0.585 4.448 -0.095
C -0.825 -0.494 3.376 -0.221
N 0.191 -0.245 2.152 -0.524
C 1.117 -1.356 1.793 -0.063
C 2.328 -0.839 0.921 -0.097
C 3.204 0.041 1.576 -0.201
C 4.257 0.668 0.893 -0.218
C 4.488 0.354 -0.463 -0.024
Cl 5.776 1.124 -1.295 0.063
C 3.707 -0.615 -1.103 -0.241
C 2.697 -1.266 -0.379 -0.127
C 0.243 -2.404 1.151 -0.096
C -0.313 -3.460 1.882 -0.191
C -1.243 -4.312 1.299 -0.218
C -1.536 -4.185 -0.065 -0.017
Cl -2.461 -5.389 -0.852 0.068
C -1.023 -3.108 -0.807 -0.216
C -0.131 -2.220 -0.189 -0.222
H -0.913 2.543 4.508 0.502
H -0.235 0.388 5.303 0.188
H -1.939 0.479 4.855 0.206
H -0.583 -1.465 3.839 0.238
H -1.801 -0.597 2.871 0.228
H 0.599 0.684 2.262 0.457
H -0.483 -0.092 1.384 0.441
H 1.540 -1.679 2.752 0.232
H 3.083 0.201 2.646 0.212
H 4.928 1.341 1.422 0.245
H 3.965 -0.897 -2.123 0.247
H 2.225 -2.117 -0.867 0.226
H -0.010 -3.618 2.913 0.222
H -1.648 -5.157 1.853 0.247
H -1.206 -3.026 -1.883 0.247
H 0.287 -1.411 -0.786 0.235
```

SMILES = OCC[NH2+]C(c1ccc(Cl)cc1)c1ccc(Cl)cc1
E_LUMO = -2.79 eV
Charge = +1
Gap between HOMO and LUMO = 9.348 eV


Number 1: DFT total energy -48280.2509 eV. Number 2: DFT total energy -127992.4402 eV. Number 3: DFT total energy -303922.3770 eV. Number 4: DFT total energy -15810.5806 eV. Number 5: DFT total energy -80381.6891 eV. Number 6: DFT total energy -1976971.2537 eV. Number 7: DFT total energy -192990.3998 eV. Number 8: DFT total energy -44390.2822 eV.